Record 1
Density functional theory data (ωB97M-V/def2-TZVPD) for a molecular structure, C37H31N3P2PdSTe.

CARTESIAN COORDINATES (ANGSTROEM)
1 Pd -1.432 -1.165 0.600
2 Te 2.276 2.103 -1.656
3 C 4.092 2.156 -0.600
4 C 4.246 1.667 0.696
5 C 5.508 1.664 1.270
6 N 6.619 2.101 0.672
7 C 6.458 2.581 -0.563
8 C 5.245 2.632 -1.226
9 C 0.229 -0.025 -0.478
10 P 0.865 -1.530 -1.242
11 C 2.615 -1.380 -1.907
12 C 3.753 -1.174 -1.126
13 C 4.999 -0.995 -1.704
14 C 5.139 -1.040 -3.086
15 C 4.026 -1.280 -3.878
16 C 2.779 -1.451 -3.288
17 C 1.365 -2.359 0.337
18 C 1.521 -3.742 0.345
19 C 1.903 -4.417 1.498
20 C 2.138 -3.711 2.671
21 C 1.983 -2.329 2.676
22 C 1.595 -1.657 1.525
23 P -1.954 1.543 -0.971
24 C -2.672 0.850 0.600
25 C -2.060 0.652 1.858
26 C -2.842 0.204 2.935
27 C -4.209 0.028 2.810
28 C -4.821 0.254 1.579
29 C -4.056 0.625 0.487
30 C -1.899 3.338 -0.551
31 C -0.987 4.173 -1.197
32 C -0.985 5.540 -0.971
33 C -1.907 6.111 -0.103
34 C -2.828 5.293 0.536
35 C -2.824 3.923 0.314
36 H 3.386 1.317 1.257
37 H 5.633 1.277 2.278
38 H 7.358 2.941 -1.057
39 H 5.206 3.025 -2.236
40 H 3.660 -1.128 -0.048
41 H 5.857 -0.789 -1.072
42 H 6.111 -0.884 -3.542
43 H 4.126 -1.321 -4.957
44 H 1.905 -1.617 -3.909
45 H 1.316 -4.299 -0.562
46 H 2.005 -5.497 1.481
47 H 2.431 -4.233 3.575
48 H 2.156 -1.763 3.585
49 H 1.451 -0.580 1.560
50 H -1.042 0.998 2.019
51 H -2.358 0.041 3.892
52 H -4.796 -0.296 3.663
53 H -5.891 0.111 1.466
54 H -4.524 0.747 -0.485
55 H -0.242 3.743 -1.853
56 H -0.242 6.159 -1.460
57 H -1.899 7.179 0.082
58 H -3.547 5.720 1.229
59 H -3.535 3.299 0.842
60 C -6.256 -2.425 -0.407
61 C -4.774 -2.650 -0.321
62 C -3.990 -2.704 -1.500
63 C -2.636 -2.894 -1.405
64 N -1.970 -3.093 -0.241
65 C -2.704 -2.897 0.901
66 C -4.123 -2.752 0.871
67 H -6.471 -1.426 -0.801
68 H -6.723 -2.503 0.576
69 H -6.734 -3.147 -1.076
70 H -4.450 -2.599 -2.476
71 H -2.014 -2.930 -2.294
72 H -2.252 -3.286 1.812
73 H -4.664 -2.689 1.807
74 S 0.853 2.175 1.334
75 C 0.808 1.306 -0.194
76 N -0.301 1.182 -1.196

Properties
strongest force on any atom: 0.23 eV Å⁻¹
spin multiplicity: 1
orbital gap: 0.180 Eh
LUMO: 4.24 eV
ΔE to the lowest compared entry with this formula, charge and spin: 0.0 kJ/mol
net charge: -2
E_HOMO: -0.668 eV

Record 2
Density functional theory data (ωB97M-V/def2-TZVPD) for 2 unconnected molecules or ions with the total composition C3ClF2O2.

CARTESIAN COORDINATES (ANGSTROEM)
1 C 0.115 0.334 -0.229
2 C 0.635 0.160 1.899
3 C 0.754 -0.250 -1.346
4 O 1.618 -0.434 -2.133
5 O -0.338 -0.924 -0.977
6 F -0.856 1.389 -0.343
7 F 1.490 -0.863 1.543
8 Cl -0.891 -0.527 2.529

Properties
strongest force on any atom: 4.21 eV Å⁻¹
spin multiplicity: 1
orbital gap: 0.280 Eh
LUMO: 3.84 eV
ΔE to the lowest compared entry with this formula, charge and spin: 343.1 kJ/mol
net charge: -1
E_HOMO: -3.789 eV

Record 3
Density functional theory data (ωB97M-V/def2-TZVPD) for 2 unconnected molecules or ions with the total composition C2H5NO2P.

CARTESIAN COORDINATES (ANGSTROEM)
1 C -0.287 1.642 -1.118
2 C -0.114 0.357 -0.839
3 N -0.531 0.079 1.336
4 O -0.425 2.754 -1.323
5 O 1.053 -1.851 -0.710
6 P 1.488 -0.340 -0.873
7 H -0.953 -0.322 -0.913
8 H -0.076 0.804 1.884
9 H -0.333 -0.802 1.806
10 H -1.530 0.234 1.443
11 H 1.707 -2.556 -0.695

Properties
strongest force on any atom: 2.99 eV Å⁻¹
spin multiplicity: 1
orbital gap (spin up / spin down): 0.260 / 0.261 Eh
LUMO (spin up / spin down): -6.15 / -6.14 eV
ΔE to the lowest compared entry with this formula, charge and spin: 135.5 kJ/mol
net charge: +1
E_HOMO (spin up / spin down): -13.234 / -13.235 eV

Record 4
Density functional theory data (ωB97M-V/def2-TZVPD) for 13 unconnected molecules or ions with the total composition C41H117N9O14.

CARTESIAN COORDINATES (ANGSTROEM)
1 C 4.778 2.114 -0.061
2 O 3.949 2.485 -1.150
3 H 5.812 2.373 -0.307
4 H 4.412 2.582 0.857
5 H 4.722 1.033 0.048
6 H 3.902 3.446 -1.264
7 C 0.065 2.178 -5.985
8 O -1.116 2.715 -6.559
9 H 0.767 2.975 -5.742
10 H -0.170 1.798 -4.980
11 H 0.485 1.419 -6.643
12 H -1.704 2.027 -6.874
13 C -1.950 -1.821 -5.091
14 O -0.977 -2.767 -5.518
15 H -2.890 -2.373 -5.005
16 H -1.703 -1.291 -4.171
17 H -2.094 -1.068 -5.866
18 H -1.087 -3.570 -5.005
19 C 0.384 5.487 5.985
20 C 0.088 6.330 4.719
21 C 0.699 5.762 3.447
22 O 0.143 4.483 3.182
23 C 0.881 3.686 2.285
24 N -1.367 6.437 4.603
25 H -0.075 5.977 6.840
26 H 1.451 5.278 6.117
27 H -0.035 4.481 5.911
28 H 0.572 7.307 4.805
29 H 1.773 5.647 3.643
30 H 0.566 6.395 2.565
31 H 0.220 2.860 2.017
32 H 1.825 3.299 2.676
33 H 1.022 4.230 1.342
34 H -1.729 5.505 4.446
35 H -1.789 6.816 5.437
36 C 4.949 -7.062 -1.051
37 C 4.058 -6.197 -1.985
38 C 4.249 -4.710 -1.600
39 O 3.779 -4.613 -0.263
40 C 3.580 -3.261 0.082
41 N 4.519 -6.429 -3.355
42 H 4.651 -8.111 -1.123
43 H 4.711 -6.845 -0.005
44 H 5.983 -6.860 -1.315
45 H 3.015 -6.429 -1.770
46 H 3.567 -4.155 -2.254
47 H 5.278 -4.378 -1.750
48 H 3.448 -3.145 1.161
49 H 2.715 -2.888 -0.468
50 H 4.468 -2.628 -0.053
51 H 5.400 -6.935 -3.332
52 H 3.988 -7.174 -3.807
53 C -7.482 1.513 1.521
54 C -6.501 1.958 0.435
55 C -5.325 1.043 0.217
56 O -4.613 0.905 1.432
57 C -3.497 0.048 1.358
58 N -7.274 2.235 -0.784
59 H -7.928 0.541 1.311
60 H -8.318 2.219 1.566
61 H -7.114 1.564 2.548
62 H -6.027 2.888 0.788
63 H -4.660 1.409 -0.571
64 H -5.697 0.047 -0.062
65 H -3.795 -0.929 1.770
66 H -2.778 0.330 2.136
67 H -3.069 0.071 0.356
68 H -6.532 2.408 -1.470
69 H -7.732 3.139 -0.736
70 C -3.503 1.854 -3.417
71 C -3.903 2.987 -4.327
72 C -5.138 3.686 -3.727
73 O -6.248 2.800 -3.741
74 C -7.498 3.247 -4.272
75 N -2.882 4.039 -4.363
76 H -2.623 1.301 -3.747
77 H -4.344 1.154 -3.340
78 H -3.324 2.180 -2.390
79 H -4.161 2.671 -5.338
80 H -5.327 4.645 -4.216
81 H -4.923 3.968 -2.689
82 H -7.288 3.712 -5.239
83 H -7.924 3.925 -3.530
84 H -8.101 2.357 -4.424
85 H -2.090 3.716 -4.915
86 H -2.460 4.185 -3.457
87 C 2.437 2.283 6.355
88 C 2.257 1.407 5.109
89 C 3.532 0.658 4.740
90 O 4.368 1.640 4.172
91 C 5.595 1.097 3.728
92 N 1.156 0.448 5.311
93 H 3.065 3.152 6.130
94 H 2.897 1.696 7.153
95 H 1.529 2.785 6.696
96 H 1.853 2.077 4.345
97 H 3.227 -0.114 4.022
98 H 3.881 0.126 5.634
99 H 5.468 0.323 2.965
100 H 6.165 0.664 4.556
101 H 6.219 1.892 3.323
102 H 0.310 0.996 5.467
103 H 1.245 0.060 6.255
104 C 3.369 -5.823 4.528
105 C 2.441 -6.622 3.596
106 C 1.821 -5.744 2.519
107 O 1.004 -4.844 3.234
108 C 0.374 -3.912 2.380
109 N 3.285 -7.642 2.979
110 H 4.231 -5.361 4.045
111 H 3.849 -6.477 5.270
112 H 2.903 -5.113 5.216
113 H 1.676 -7.117 4.205
114 H 1.194 -6.411 1.906
115 H 2.573 -5.339 1.836
116 H 1.126 -3.120 2.234
117 H -0.465 -3.390 2.837
118 H 0.101 -4.286 1.390
119 H 3.559 -8.419 3.571
120 H 2.628 -8.125 2.355
121 C -1.021 -2.271 -1.670
122 C -0.667 -1.016 -0.889
123 C 0.682 -1.042 -0.205
124 O 0.738 0.063 0.679
125 C 2.001 0.175 1.324
126 N -0.875 0.158 -1.728
127 H -2.009 -2.222 -2.125
128 H -0.946 -3.109 -0.973
129 H -0.359 -2.425 -2.530
130 H -1.403 -0.989 -0.074
131 H 1.396 -1.135 -1.030
132 H 0.675 -1.963 0.393
133 H 2.279 -0.794 1.753
134 H 1.720 0.836 2.149
135 H 2.862 0.610 0.816
136 H -0.337 0.099 -2.594
137 H -0.403 0.940 -1.272
138 C -3.789 -4.889 2.782
139 C -3.647 -5.709 1.479
140 C -3.659 -4.738 0.300
141 O -4.979 -4.314 0.097
142 C -5.024 -3.241 -0.835
143 N -2.298 -6.298 1.580
144 H -3.816 -5.497 3.685
145 H -4.720 -4.315 2.800
146 H -2.986 -4.152 2.759
147 H -4.456 -6.442 1.487
148 H -3.299 -5.264 -0.602
149 H -2.892 -3.966 0.443
150 H -6.072 -3.085 -1.107
151 H -4.571 -3.459 -1.806
152 H -4.685 -2.337 -0.328
153 H -2.167 -6.817 2.437
154 H -2.137 -6.914 0.791
155 C 1.331 6.884 -2.278
156 C 1.729 5.413 -2.044
157 C 0.931 4.490 -2.959
158 O -0.479 4.620 -2.846
159 C -1.007 4.127 -1.636
160 N 3.156 5.276 -2.422
161 H 1.278 7.113 -3.344
162 H 1.970 7.632 -1.813
163 H 0.313 6.950 -1.875
164 H 1.539 5.156 -1.002
165 H 1.167 3.430 -2.809
166 H 1.175 4.701 -4.002
167 H -0.614 4.631 -0.749
168 H -0.919 3.046 -1.470
169 H -2.087 4.281 -1.635
170 H 3.344 5.454 -3.400
171 H 3.587 6.048 -1.924
172 C 4.042 -0.462 -2.541
173 C 4.835 -0.203 -3.835
174 O 4.219 -0.953 -4.916
175 O 2.771 0.147 -2.581
176 H 4.666 -0.012 -1.764
177 H 3.912 -1.524 -2.331
178 H 5.833 -0.627 -3.708
179 H 4.816 0.850 -4.099
180 H 3.643 -1.595 -4.494
181 H 2.727 0.970 -2.078

Properties
strongest force on any atom: 2.36 eV Å⁻¹
spin multiplicity: 1
orbital gap: 0.330 Eh
LUMO: 0.41 eV
ΔE to the lowest compared entry with this formula, charge and spin: 248.7 kJ/mol
E_HOMO: -8.581 eV

Record 5
Density functional theory data (ωB97M-V/def2-TZVPD) for C8H12N4O in the gas phase.

CARTESIAN COORDINATES (ANGSTROEM)
1 C -3.106 -0.574 2.318
2 C -2.657 1.660 2.876
3 C -2.118 -0.567 1.367
4 C -1.481 1.638 1.946
5 C 0.251 -1.129 -0.050
6 C 0.578 1.079 -1.118
7 C 2.624 -0.146 -0.202
8 C 1.253 -0.355 -0.859
9 N -3.333 0.543 3.013
10 N -1.951 -1.562 0.477
11 N -1.003 -1.362 -0.533
12 N -1.317 0.520 1.272
13 O -0.692 2.590 1.876
14 H -3.959 -1.390 2.407
15 H -2.927 2.508 3.369
16 H 0.563 -1.583 0.800
17 H 1.375 1.839 -1.082
18 H -0.101 1.297 -0.364
19 H 0.161 1.231 -2.080
20 H 3.070 -0.877 0.443
21 H 2.373 0.741 0.421
22 H 3.326 0.189 -0.957
23 H 1.313 -0.983 -1.833
24 H -2.436 -2.475 0.380
25 H -1.140 -0.716 -1.277

Properties
strongest force on any atom: 5.30 eV Å⁻¹
spin multiplicity: 1
orbital gap (spin up / spin down): 0.209 / 0.209 Eh
LUMO (spin up / spin down): -1.36 / -1.36 eV
ΔE to the lowest compared entry with this formula, charge and spin: 356.0 kJ/mol
E_HOMO (spin up / spin down): -7.038 / -7.039 eV

Copy entry 3 word for word.
Density functional theory data (ωB97M-V/def2-TZVPD) for 2 unconnected molecules or ions with the total composition C2H5NO2P.

CARTESIAN COORDINATES (ANGSTROEM)
1 C -0.287 1.642 -1.118
2 C -0.114 0.357 -0.839
3 N -0.531 0.079 1.336
4 O -0.425 2.754 -1.323
5 O 1.053 -1.851 -0.710
6 P 1.488 -0.340 -0.873
7 H -0.953 -0.322 -0.913
8 H -0.076 0.804 1.884
9 H -0.333 -0.802 1.806
10 H -1.530 0.234 1.443
11 H 1.707 -2.556 -0.695

Properties
strongest force on any atom: 2.99 eV Å⁻¹
spin multiplicity: 1
orbital gap (spin up / spin down): 0.260 / 0.261 Eh
LUMO (spin up / spin down): -6.15 / -6.14 eV
ΔE to the lowest compared entry with this formula, charge and spin: 135.5 kJ/mol
net charge: +1
E_HOMO (spin up / spin down): -13.234 / -13.235 eV

> spin multiplicity of number 3 (C2H5NO2P)?

1